One molecule with the formula C2H9N3O2. Source: OMol25; level of theory: ωB97M-V/def2-TZVPD.

Structure (XYZ):
```
16
Properties=species:S:1:pos:R:3:forces:R:3
C 1.649 -0.493 -0.294 -1.87 -0.53 -0.73
C 0.272 -0.728 0.376 -0.73 2.69 -2.28
N -0.420 1.637 0.193 -0.13 -2.87 3.86
N -2.092 0.032 -0.132 0.34 3.01 2.30
N -0.730 0.339 -0.397 2.04 -2.30 2.34
O 2.360 0.672 -0.039 1.16 -1.31 -0.03
O -0.139 -2.014 0.063 0.16 -0.33 0.10
H 2.187 -1.308 0.146 1.05 -0.55 -0.22
H 1.364 -0.705 -1.399 1.00 0.51 1.41
H 0.262 -0.507 1.445 -0.26 -0.06 0.11
H -0.741 2.113 -0.547 -1.56 3.53 -2.66
H -1.016 1.870 1.118 1.40 -0.81 -2.64
H -2.180 0.263 0.911 -0.63 -1.15 -1.60
H -2.318 -0.897 -0.362 0.02 -1.42 -0.11
H 1.802 1.422 -0.025 -1.39 1.15 -0.05
H 0.595 -2.496 -0.370 -0.62 0.43 0.21
```
Forces are in eV/Å.

Computed properties:
LUMO   0.90 eV
Structure (SMILES)   NN(N)[C@@H](O)CO
ΔE to the lowest compared entry with this formula, charge and spin   95.6 kcal per mole
HOMO   -8.8 eV
Gap between HOMO and LUMO   9.71 eV

=====

A 2-piece molecular cluster, C2H9N3O2 overall. Source: OMol25; level of theory: ωB97M-V/def2-TZVPD.

Structure (XYZ):
```
16
Properties=species:S:1:pos:R:3:forces:R:3
C -1.653 0.245 0.813 1.06 -0.57 -0.04
O -1.668 1.134 -0.268 0.07 0.12 -0.18
O -1.606 0.903 2.046 -0.05 0.26 0.37
H -0.785 1.524 -0.334 -0.03 -0.03 0.03
H -2.326 1.545 2.089 -0.01 -0.10 -0.07
H -2.578 -0.345 0.716 0.38 -0.06 0.00
H -0.670 -0.337 0.799 -1.72 0.48 0.12
N 2.003 1.028 -0.036 0.20 0.52 -0.26
N 0.375 -1.999 -0.959 -0.40 -0.59 0.41
C 1.177 -0.891 -0.988 -0.05 1.21 0.17
N 1.278 -0.143 0.039 0.17 -0.87 -0.28
H 2.475 1.187 0.845 0.00 -0.04 -0.21
H 2.649 1.077 -0.825 0.01 -0.10 0.25
H -0.249 -2.014 -0.148 0.29 -0.19 -0.61
H -0.054 -2.258 -1.834 -0.02 0.03 0.15
H 1.633 -0.656 -1.957 0.11 -0.07 0.15
```
Forces are in eV/Å.

Computed properties:
LUMO   0.98 eV
Structure (SMILES)   N/C=N/N.OCO
ΔE to the lowest compared entry with this formula, charge and spin   52.0 kcal per mole
HOMO   -8.2 eV
Gap between HOMO and LUMO   9.19 eV

=====

A 2-piece molecular cluster, C2H9N3O2 overall. Source: OMol25; level of theory: ωB97M-V/def2-TZVPD.

Structure (XYZ):
```
16
Properties=species:S:1:pos:R:3:forces:R:3
C 1.383 -0.376 -1.465 0.10 0.35 0.11
N 0.644 0.373 -0.456 -1.07 -0.43 0.42
C -0.748 0.756 -0.666 0.80 1.94 0.74
O 1.401 1.192 0.392 -0.18 0.28 -0.67
N -1.359 1.596 0.079 0.52 -1.23 -1.02
H 1.451 2.058 -0.050 0.08 -0.09 0.09
H -0.783 1.855 0.885 -0.02 0.04 -0.21
H -1.174 0.305 -1.563 -0.03 0.00 0.32
H 1.686 0.268 -2.292 0.06 -0.06 -0.14
H 0.745 -1.189 -1.818 0.02 0.16 0.03
H 2.265 -0.811 -0.994 -0.13 0.07 -0.04
N -1.296 -1.148 2.086 0.29 -0.41 0.63
O -0.741 -1.364 0.792 1.99 1.85 -0.56
H 0.135 -0.567 0.542 -2.90 -2.87 1.05
H -1.328 -2.091 2.490 0.04 0.42 -0.06
H -2.280 -0.858 2.035 0.43 -0.04 -0.69
```
Forces are in eV/Å.

Computed properties:
LUMO   0.48 eV
Structure (SMILES)   [H]/N=C\N(C)O.NO
ΔE to the lowest compared entry with this formula, charge and spin   133.4 kcal per mole
HOMO   -8.2 eV
Gap between HOMO and LUMO   8.68 eV

=====

A 2-piece molecular cluster, C2H9N3O3 overall. Source: OMol25; level of theory: ωB97M-V/def2-TZVPD.

Structure (XYZ):
```
17
Properties=species:S:1:pos:R:3:forces:R:3
C 0.499 -1.527 2.040 0.17 0.21 0.10
C 0.302 -0.381 1.103 -0.63 0.49 -0.06
N -0.831 0.371 1.158 0.71 -0.47 -0.28
O 2.259 -0.960 0.062 -0.49 0.48 -0.03
N 1.188 -0.060 0.208 -0.95 0.62 -2.85
H 2.864 -0.492 -0.533 -0.17 0.17 0.01
H -0.994 0.959 0.345 -0.08 -0.01 -0.13
H -1.638 -0.024 1.610 0.10 0.02 0.09
H 1.554 -1.646 2.273 -0.05 0.00 0.04
H 0.157 -2.454 1.577 -0.01 0.07 -0.10
H -0.064 -1.361 2.956 0.01 0.01 -0.01
N -0.850 1.342 -2.726 1.91 -1.34 0.63
O 0.791 0.717 -0.974 2.45 -1.64 4.27
O -2.013 1.501 -1.902 -0.22 -0.15 0.46
H -2.669 0.929 -2.321 0.26 0.21 0.00
H -0.065 0.795 -2.047 -2.83 1.44 -2.22
H -0.492 2.291 -2.828 -0.16 -0.11 0.08
```
Forces are in eV/Å.

Computed properties:
LUMO   0.60 eV
Structure (SMILES)   C/C(N)=[N+](/[O-])O.NO
ΔE to the lowest compared entry with this formula, charge and spin   99.1 kcal per mole
HOMO   -8.1 eV
Gap between HOMO and LUMO   8.72 eV

=====

A 2-piece molecular cluster, C2H9N4 overall. Source: OMol25; level of theory: ωB97M-V/def2-TZVPD.

Structure (XYZ):
```
15
Properties=species:S:1:pos:R:3:forces:R:3
C -0.438 0.184 1.562 -1.56 1.24 1.03
C -0.061 0.784 0.312 0.01 0.94 -2.32
N -1.112 0.080 0.192 -0.50 0.35 1.01
N 1.357 -1.139 -0.307 1.91 -1.71 2.52
N -2.017 -0.414 -0.708 2.76 -0.52 -2.51
N 0.693 1.638 -0.382 0.17 0.69 -0.73
H 0.152 -0.591 2.015 -0.04 -0.40 -0.03
H -1.012 0.938 2.176 0.67 -1.40 -0.09
H 2.297 -0.799 0.021 -1.12 -1.02 -0.39
H 1.240 -0.695 -1.142 -0.39 1.47 -3.01
H -1.556 -1.089 -1.378 -0.64 1.00 1.23
H -2.919 -0.729 -0.472 -0.90 -0.03 1.42
H 1.688 1.816 -0.124 -1.59 0.01 -0.13
H 0.285 2.158 -1.214 0.88 -1.26 1.48
H 1.403 -2.141 -0.550 0.33 0.63 0.54
```
Forces are in eV/Å.

Computed properties:
LUMO   -3.19 eV
Charge   +1
ΔE to the lowest compared entry with this formula, charge and spin   100.9 kcal per mole
HOMO   -13.9 eV
Gap between HOMO and LUMO   10.74 eV

=====

C2H9N4 as an isolated structure. Source: OMol25; level of theory: ωB97M-V/def2-TZVPD.

Structure (XYZ):
```
15
Properties=species:S:1:pos:R:3:forces:R:3
C 0.778 -0.817 -1.120 -3.22 5.66 -1.49
C -0.863 -0.784 -0.033 2.70 -0.07 -1.53
N 1.380 -1.963 -1.007 0.92 -2.62 0.71
N 0.355 1.983 0.827 0.65 -0.15 -0.24
N -1.256 0.087 0.799 0.93 1.16 -0.75
N -0.986 1.505 0.705 -0.97 2.22 2.14
H 0.426 -0.586 -2.192 0.07 -0.67 1.72
H 1.211 0.191 -0.821 -0.18 -1.80 0.45
H -1.360 -1.725 0.107 -0.16 -0.58 -0.07
H 1.081 -2.622 -1.745 0.73 -0.11 1.44
H 0.619 2.547 -0.004 -0.60 -0.66 0.70
H 0.427 2.595 1.661 0.07 -0.76 -0.79
H -2.065 -0.178 1.313 -0.79 0.46 1.07
H 1.667 -2.228 -0.045 -0.02 -0.39 -1.54
H -1.418 1.994 1.556 -0.16 -1.68 -1.81
```
Forces are in eV/Å.

Computed properties:
LUMO   -3.91 eV
Charge   +1
ΔE to the lowest compared entry with this formula, charge and spin   124.1 kcal per mole
HOMO   -13.6 eV
Gap between HOMO and LUMO   9.68 eV

=====

A 2-piece molecular cluster, C2H9N4O overall. Source: OMol25; level of theory: ωB97M-V/def2-TZVPD.

Structure (XYZ):
```
16
Properties=species:S:1:pos:R:3:forces:R:3
C 1.198 0.015 -0.761 -0.58 -2.96 1.80
C -3.260 1.003 0.915 0.74 0.51 -0.82
N 0.274 -0.320 0.131 1.52 1.80 -0.43
N 2.492 -0.227 -0.575 -1.36 0.94 0.60
N -2.300 -0.289 -0.637 2.45 -0.78 -0.49
N 2.976 -0.611 0.718 0.75 1.89 -0.26
O -3.330 0.247 -0.091 -1.85 -0.72 -0.89
H 0.760 0.114 -1.752 0.74 0.89 -0.11
H -4.140 1.598 0.875 -0.50 0.57 1.28
H -2.248 1.216 1.268 -0.51 0.17 0.36
H -0.637 0.089 -0.142 -0.74 -1.17 0.49
H 3.039 0.029 -1.357 1.38 0.05 -0.48
H -2.562 -0.995 -1.338 -0.82 0.61 0.50
H 3.528 -1.415 0.534 0.39 -1.17 0.07
H 0.522 -0.543 1.100 -0.06 0.16 -0.61
H 3.687 0.088 1.112 -1.56 -0.80 -1.00
```
Forces are in eV/Å.

Computed properties:
LUMO (spin up / spin down)   -3.53 / -3.39 eV
Charge   +1
ΔE to the lowest compared entry with this formula, charge and spin   163.7 kcal per mole
HOMO (spin up / spin down)   -12.1 / -12.4 eV
Gap between HOMO and LUMO (spin up / spin down)   8.55 / 9.03 eV

=====

A 2-piece molecular cluster, C2H9N4OS overall. Source: OMol25; level of theory: ωB97M-V/def2-TZVPD.

Structure (XYZ):
```
17
Properties=species:S:1:pos:R:3:forces:R:3
C 2.069 0.369 0.448 -0.06 -0.30 -0.01
C -2.772 -0.249 -0.532 -2.15 0.34 0.03
N 2.111 1.681 0.165 1.11 1.41 0.74
N 3.057 -0.407 0.886 -0.33 -0.45 -0.40
N -4.096 -0.408 -0.552 -2.33 0.83 0.01
N 0.866 -0.146 0.243 -1.82 -1.72 -1.83
O 0.674 -1.585 0.019 0.60 2.47 3.70
S -1.798 1.006 -0.866 -0.24 1.10 -0.59
H -2.386 -1.135 -0.216 1.71 -2.53 0.94
H 2.725 2.381 0.581 0.59 -1.06 0.11
H 1.271 2.202 0.002 -0.81 -0.57 -0.38
H 3.990 -0.101 1.097 0.02 0.32 -0.14
H 2.898 -1.420 0.832 0.01 0.77 0.21
H -4.768 0.348 -0.789 1.19 -0.44 0.08
H -4.647 -1.223 -0.172 1.74 0.95 -0.61
H 0.103 0.447 -0.256 0.59 -1.22 0.78
H 0.702 -1.761 -0.889 0.20 0.11 -2.65
```
Forces are in eV/Å.

Computed properties:
LUMO   -2.77 eV
Charge   +1
HOMO   -12.4 eV
Gap between HOMO and LUMO   9.67 eV

=====

C2H9N5 as an isolated structure. Source: OMol25; level of theory: ωB97M-V/def2-TZVPD.

Structure (XYZ):
```
16
Properties=species:S:1:pos:R:3:forces:R:3
N -0.225 0.583 0.729 0.59 -2.28 1.14
N -1.389 -0.054 1.181 0.37 0.24 0.62
N 1.206 0.199 1.800 -1.32 -0.27 0.32
N 0.940 -0.737 2.513 -0.61 1.36 -0.95
H -0.368 1.587 0.623 0.53 0.37 0.40
H -1.671 -0.708 0.446 0.30 -0.08 -0.12
H -1.116 -0.612 2.001 -0.20 0.13 -0.02
H 1.692 -0.990 3.190 -0.03 0.29 -0.78
N -0.801 -0.833 -1.453 0.22 0.51 0.61
C 0.247 0.002 -0.932 1.08 -0.28 -2.39
C 0.600 1.166 -1.653 -0.55 -0.11 0.43
H -1.356 -0.362 -2.158 0.14 0.06 -0.02
H -0.475 -1.737 -1.763 0.00 0.04 0.06
H 1.071 -0.657 -0.601 -0.47 0.11 0.64
H 1.314 1.859 -1.233 0.28 -0.08 -0.03
H 0.330 1.292 -2.691 -0.31 0.00 0.10
```
Forces are in eV/Å.

Computed properties:
LUMO   -0.01 eV
ΔE to the lowest compared entry with this formula, charge and spin   158.1 kcal per mole
HOMO   -5.9 eV
Gap between HOMO and LUMO   5.89 eV

=====

C2H9N5 as an isolated structure. Source: OMol25; level of theory: ωB97M-V/def2-TZVPD.

Structure (XYZ):
```
16
Properties=species:S:1:pos:R:3:forces:R:3
C 1.056 0.026 -0.111 1.52 1.18 2.17
N 1.219 0.706 -1.334 -1.01 0.32 -0.69
N 0.151 0.797 0.817 0.76 -1.38 -0.89
N 1.993 -0.719 0.342 -0.52 -0.05 -0.25
H 2.101 1.202 -1.360 0.04 -0.30 -0.02
H 1.098 0.114 -2.143 0.23 -0.03 0.11
H -0.204 1.654 0.404 0.38 -0.05 0.34
H 0.472 0.843 1.780 0.06 0.33 -0.31
H 1.860 -1.007 1.306 -0.09 0.10 0.11
N -0.706 -1.132 -0.516 -0.61 2.23 1.29
C -1.410 -0.249 0.713 -0.28 -2.17 -2.26
N -2.440 0.486 0.557 0.36 0.46 0.26
H -1.007 -0.857 -1.445 -0.42 -0.46 0.33
H -0.468 -2.103 -0.369 -0.35 0.14 -0.04
H -2.365 1.136 -0.225 -0.30 -0.42 -0.26
H -1.350 -0.896 1.584 0.22 0.09 0.10
```
Forces are in eV/Å.

Computed properties:
LUMO   0.76 eV
ΔE to the lowest compared entry with this formula, charge and spin   84.7 kcal per mole
HOMO   -8.1 eV
Gap between HOMO and LUMO   8.87 eV

=====

A 2-piece molecular cluster, C2H9N5O overall. Source: OMol25; level of theory: ωB97M-V/def2-TZVPD.

Structure (XYZ):
```
17
Properties=species:S:1:pos:R:3:forces:R:3
C -0.470 -0.899 0.350 -1.20 -1.33 0.36
C 0.008 -2.000 -0.548 2.27 1.44 3.41
N 2.420 1.188 0.390 1.43 -0.34 3.02
N -2.322 1.096 -0.236 0.97 -0.86 -0.75
N 1.658 0.049 0.123 -0.30 -1.43 -3.00
N -1.086 1.526 -0.423 -0.28 -0.31 -0.05
N 0.402 0.062 0.677 0.36 1.50 0.31
O -1.612 -0.919 0.859 0.70 -0.04 -0.12
H -0.634 -2.745 -0.817 -1.79 -1.89 -0.22
H 0.416 -1.545 -1.362 1.11 1.02 -2.79
H 0.915 -2.291 0.051 -0.74 -0.69 -0.79
H 1.706 1.891 0.428 0.22 1.11 0.53
H 2.902 1.076 1.410 -1.78 0.43 -3.08
H -2.384 0.168 -0.746 -0.66 1.66 0.98
H -2.928 1.137 0.619 1.35 0.16 -0.71
H 1.707 -0.050 -0.972 -0.46 -0.02 2.65
H -0.699 2.255 0.197 -1.20 -0.41 0.26
```
Forces are in eV/Å.

Computed properties:
LUMO (spin up / spin down)   0.41 / -0.61 eV
ΔE to the lowest compared entry with this formula, charge and spin   167.2 kcal per mole
HOMO (spin up / spin down)   -8.2 / -7.7 eV
Gap between HOMO and LUMO (spin up / spin down)   8.58 / 7.08 eV

=====

A 2-piece molecular cluster, C2H9NO overall. Source: OMol25; level of theory: ωB97M-V/def2-TZVPD.

Structure (XYZ):
```
13
Properties=species:S:1:pos:R:3:forces:R:3
C 0.072 -1.847 1.073 0.27 -0.59 0.62
N -0.610 1.737 -3.042 -0.59 -0.46 -0.26
H -0.430 -2.314 1.928 0.06 0.04 0.08
H -0.175 -2.455 0.204 -0.14 0.33 -0.27
H 1.151 -1.930 1.239 0.04 -0.01 -0.04
H -0.043 0.940 -2.813 0.23 0.14 0.00
H -1.091 2.106 -2.243 0.17 0.24 0.02
H -0.190 2.409 -3.657 0.18 0.07 0.26
C 0.635 0.410 1.370 0.70 -0.06 0.31
O -0.325 -0.514 0.949 -0.76 0.41 -0.61
H 1.553 0.270 0.777 0.00 0.18 0.27
H 0.300 1.441 1.255 -0.35 -0.20 -0.30
H 0.854 0.287 2.439 0.18 -0.09 -0.07
```
Forces are in eV/Å.

Computed properties:
LUMO   0.94 eV
Structure (SMILES)   COC.N
ΔE to the lowest compared entry with this formula, charge and spin   21.7 kcal per mole
HOMO   -9.5 eV
Gap between HOMO and LUMO   10.49 eV